32
Properties=species:S:1:pos:R:3 method="wB97M-V/def2-TZVPD" spin_multiplicity=1 lumo_ev="-9.530 / -9.510" e_above_lowest_kj_mol=8.8 homo_energy_ev="-14.938 / -14.972" total_energy_ev=-63539.963 gap_ev="5.41 / 5.46" charge=+2
Os -0.328 -0.213 -0.233
C 2.404 -0.648 -1.921
O 1.636 0.145 -0.973
C 1.986 1.556 -0.924
C 0.745 2.378 -1.084
O -0.306 1.903 -0.193
C -0.395 2.487 1.133
C 0.454 1.665 2.077
O 0.167 0.289 1.760
C 0.932 -0.665 2.542
H 3.460 -0.474 -1.730
H 2.162 -1.692 -1.740
H 2.121 -0.356 -2.932
H 2.497 1.726 0.025
H 2.676 1.779 -1.739
H 0.932 3.433 -0.889
H 0.335 2.265 -2.087
H -0.113 3.537 1.084
H -1.446 2.418 1.412
H 1.528 1.842 1.961
H 0.188 1.845 3.119
H 0.836 -0.395 3.591
H 0.502 -1.645 2.359
H 1.976 -0.631 2.229
O -5.250 -4.691 -1.436
C -4.384 -3.962 -1.141
S -2.659 -4.165 -1.741
C -2.082 -2.739 -1.059
C -3.019 -1.906 -0.328
S -2.466 -0.450 0.296
S -4.642 -2.399 -0.239
S -0.446 -2.237 -1.198